This record from the OMol25 dataset describes a 15-piece molecular cluster, C16H62N22O15 overall at a distorted geometry. The level of theory is ωB97M-V/def2-TZVPD.

E_tot: -81088.5854 eV

CARTESIAN COORDINATES (ANGSTROEM)
O (8.05, 17.92, -4.58)
O (2.92, 18.19, -4.48)
O (4.54, 15.98, -10.77)
O (10.56, 16.52, -8.85)
O (8.00, 12.43, -0.32)
O (3.66, 12.33, -3.50)
O (6.54, 15.82, -1.99)
O (7.57, 12.09, -7.78)
O (10.02, 17.14, -1.47)
O (8.82, 15.72, -11.45)
O (10.19, 21.50, -6.86)
O (6.35, 19.35, -8.49)
O (6.74, 20.23, -3.37)
O (10.40, 16.23, -4.26)
O (5.88, 13.44, -5.95)
N (8.72, 14.22, -7.64)
N (7.56, 16.60, -6.57)
N (5.85, 12.59, -2.39)
N (3.91, 12.47, -6.14)
N (5.85, 20.34, -1.22)
N (6.99, 15.76, -4.67)
N (11.14, 17.98, -7.20)
N (10.38, 19.61, -5.30)
N (5.28, 17.36, -7.61)
N (4.73, 21.33, -2.79)
N (4.65, 13.48, -7.91)
N (9.15, 14.27, -5.09)
N (4.13, 18.73, -8.89)
N (9.08, 18.26, -8.14)
N (11.26, 14.32, -5.36)
N (8.47, 20.13, -6.15)
N (6.24, 14.54, -11.42)
N (8.91, 18.04, -11.73)
N (6.13, 15.26, -9.33)
N (4.49, 11.02, -1.74)
N (7.57, 17.35, -10.27)
N (8.14, 13.38, -9.64)
C (4.27, 18.28, -4.24)
C (4.84, 13.10, -6.69)
C (7.50, 16.80, -5.29)
C (4.67, 11.99, -2.54)
C (9.72, 20.44, -6.05)
C (6.50, 17.16, -1.64)
C (10.23, 17.64, -8.05)
C (5.61, 15.25, -10.50)
C (10.21, 14.98, -4.89)
C (5.81, 20.63, -2.49)
C (9.95, 18.51, -1.79)
C (8.40, 17.05, -11.18)
C (5.22, 18.53, -8.21)
C (9.19, 12.73, -0.97)
C (9.07, 14.13, -1.54)
C (8.19, 13.23, -8.32)
H (9.89, 19.27, -1.02)
H (4.09, 12.19, -5.21)
H (2.43, 18.59, -3.73)
H (5.14, 10.71, -1.04)
H (8.46, 14.21, -2.39)
H (9.39, 12.01, -1.77)
H (8.29, 14.78, -4.81)
H (8.82, 19.11, -7.53)
H (8.80, 14.73, -0.65)
H (9.17, 13.27, -5.16)
H (12.07, 17.49, -7.08)
H (7.27, 14.43, -11.38)
H (4.72, 21.52, -3.77)
H (3.76, 13.28, -8.38)
H (5.98, 14.84, -12.41)
H (8.54, 17.97, -8.96)
H (6.49, 15.39, -1.18)
H (11.24, 19.99, -4.89)
H (3.01, 12.36, -6.50)
H (4.80, 17.38, -4.60)
H (3.26, 18.01, -8.91)
H (7.59, 12.57, -9.99)
H (11.04, 18.69, -6.47)
H (5.92, 13.47, -2.96)
H (9.10, 18.75, -2.35)
H (9.33, 14.87, -8.11)
H (6.33, 15.14, -5.21)
H (9.99, 12.69, -0.29)
H (6.20, 17.07, -7.08)
H (5.46, 17.41, -1.30)
H (6.69, 12.26, -1.92)
H (12.16, 14.91, -5.39)
H (3.70, 10.39, -1.83)
H (8.05, 19.52, -5.45)
H (4.66, 19.20, -4.69)
H (7.21, 17.27, -0.84)
H (11.20, 13.50, -6.03)
H (8.97, 14.10, -6.65)
H (6.68, 19.91, -0.84)
H (4.43, 16.76, -7.33)
H (10.13, 14.29, -1.78)
H (5.70, 16.09, -8.74)
H (7.86, 15.64, -6.84)
H (8.87, 13.84, -10.21)
H (4.19, 21.85, -2.07)
H (6.79, 17.84, -2.35)
H (9.99, 16.75, -2.37)
H (4.22, 19.68, -9.27)
H (5.13, 20.47, -0.56)
H (10.84, 18.79, -2.44)
H (8.64, 19.03, -11.52)
H (7.18, 16.51, -9.75)
H (4.56, 18.44, -3.25)
H (7.04, 14.79, -9.12)
H (7.05, 18.23, -10.25)
H (5.37, 14.07, -8.44)
H (7.84, 20.69, -6.80)
H (6.87, 15.72, -3.66)
H (9.87, 17.90, -12.19)
H (8.10, 17.28, -7.15)
H (8.20, 12.34, 0.66)
H (9.82, 18.80, -4.75)

Mulliken population analysis, charges in e, atoms 1 to 99: O -0.202; O -0.579; O -0.762; O -0.880; O -0.600; O -0.797; O -0.605; O -0.747; O -0.546; O -0.803; O -0.810; O -0.776; O -0.432; O -0.645; O -0.713; N -0.512; N 2.651; N 0.045; N -0.319; N -0.337; N 0.201; N -0.074; N -0.183; N -0.160; N -0.389; N -0.255; N 0.146; N -0.322; N -0.503; N -0.283; N 0.066; N -0.364; N -0.230; N 0.943; N -0.326; N 0.054; N -0.370; C 0.205; C 0.568; C -0.095; C 0.493; C 0.349; C -0.543; C 0.425; C 0.272; C 0.141; C 0.342; C -0.113; C 0.446; C 0.275; C -0.977; C 0.217; C -0.036; H 0.422; H 0.202; H 0.341; H 0.160; H -0.245; H 0.266; H -0.293; H -0.156; H 0.171; H 0.432; H 0.288; H 0.232; H 0.275; H 0.235; H 0.356; H 0.332; H 0.414; H 0.317; H 0.143; H -0.153; H 0.285; H 0.258; H 0.289; H 0.025; H -0.268; H 0.112; H 0.183; H 0.638; H -0.222; H 0.276; H 0.166; H 0.349; H 0.280; H -0.016; H -0.002; H 0.438; H 0.244; H 0.367; H 0.220; H 0.349; H 0.304; H -0.310; H -0.718; H 0.313; H 0.203; H -0.321

This record from the OMol25 dataset describes a 16-piece molecular cluster, C16H64O16 overall at a distorted geometry. The level of theory is ωB97M-V/def2-TZVPD.

E_tot: -50380.4678 eV

CARTESIAN COORDINATES (ANGSTROEM)
O (-1.51, 3.74, 2.81)
O (2.81, -1.96, -3.98)
O (-3.62, -4.13, -1.84)
O (-6.06, 0.18, 0.59)
O (1.15, 5.51, 2.27)
O (-0.30, -0.07, -0.56)
O (-3.51, 0.38, 2.05)
O (1.22, -0.01, -3.38)
O (6.00, 1.51, 1.03)
O (-1.97, -0.80, 4.68)
O (4.23, -3.31, 5.39)
O (1.30, -5.58, -2.27)
O (0.25, 2.38, -1.99)
O (1.66, -4.76, 0.19)
O (-1.23, 3.05, -4.25)
O (-1.85, -1.70, -2.39)
C (4.57, -3.24, 4.03)
C (-6.91, 1.15, 1.30)
C (0.40, 6.56, 2.88)
C (-1.17, -1.41, 5.68)
C (-3.33, 1.37, 1.02)
C (1.51, 0.65, -4.62)
C (-0.75, 2.75, 3.48)
C (0.47, -4.56, -2.71)
C (-4.42, -3.93, -0.76)
C (-0.37, 4.18, -4.63)
C (4.00, -1.88, -3.12)
C (-2.53, -0.56, -2.94)
C (3.02, -4.55, 0.63)
C (0.15, -0.27, 0.82)
C (0.97, 3.36, -1.34)
C (4.75, 0.77, 0.88)
H (4.36, 0.33, 1.80)
H (-1.13, 1.76, 3.22)
H (-3.91, 2.24, 1.33)
H (-0.97, 4.95, -5.13)
H (3.12, -4.85, 1.68)
H (0.10, 4.71, -3.80)
H (1.36, 4.80, 2.89)
H (0.67, 0.56, -2.83)
H (-0.63, -0.09, 1.56)
H (-5.20, 0.18, 1.01)
H (2.43, 1.24, -4.56)
H (-1.02, -2.48, 5.49)
H (-1.50, -1.22, 6.70)
H (-1.75, 0.20, -3.00)
H (1.40, -6.16, -3.03)
H (-0.22, 2.83, -2.70)
H (4.69, -0.10, 0.22)
H (5.30, -2.48, 3.76)
H (-0.52, -5.01, -2.76)
H (3.96, 1.47, 0.60)
H (3.93, -2.41, 5.52)
H (-3.29, -3.31, -2.23)
H (-7.84, 1.55, 0.90)
H (3.70, -3.11, 3.38)
H (-1.41, -1.29, -1.65)
H (1.56, 0.00, -5.49)
H (0.15, 3.92, -0.89)
H (0.87, -4.08, -3.61)
H (0.26, 2.86, 3.10)
H (1.57, 3.03, -0.49)
H (-7.24, 0.78, 2.27)
H (-0.16, 0.85, -0.78)
H (-1.37, 2.49, -5.02)
H (-4.00, -3.14, -0.15)
H (2.15, -1.35, -3.62)
H (-0.74, 2.84, 4.57)
H (0.42, -3.69, -2.05)
H (3.66, -2.18, -2.13)
H (-0.27, 6.24, 3.68)
H (4.73, -2.58, -3.50)
H (-0.13, -1.08, 5.68)
H (0.72, 1.36, -4.88)
H (1.53, -4.87, -0.76)
H (-5.31, -3.47, -1.21)
H (0.59, -1.24, 1.01)
H (-4.66, -4.81, -0.16)
H (6.09, 1.94, 0.17)
H (-3.37, 0.89, 0.05)
H (-0.96, 4.39, 2.37)
H (5.01, -4.17, 3.68)
H (-2.90, -0.85, 4.91)
H (1.10, 7.29, 3.28)
H (3.25, -3.48, 0.62)
H (-6.36, 2.06, 1.53)
H (0.94, 0.45, 1.04)
H (-0.15, 7.09, 2.10)
H (1.60, 4.03, -1.91)
H (-2.96, -0.62, -3.94)
H (4.35, -0.85, -3.01)
H (-2.32, 1.79, 0.95)
H (0.40, 3.91, -5.35)
H (-3.31, -0.30, -2.22)
H (3.66, -5.20, 0.04)
H (-2.93, 0.63, 2.78)

Just the Mulliken charges please, in e? Sure, here they are: O -0.499; O -0.551; O -0.546; O -0.481; O -0.480; O 0.023; O -0.459; O -0.474; O -0.515; O -0.387; O -0.503; O -0.612; O -0.237; O -0.541; O -0.544; O -0.396; C -0.445; C -0.616; C -0.661; C -0.686; C -0.541; C -0.568; C -0.015; C -0.449; C -0.447; C -0.653; C -0.379; C -0.305; C -0.376; C -0.483; C -0.805; C -0.322; H 0.274; H -0.216; H 0.350; H 0.330; H 0.169; H 0.268; H 0.295; H 0.211; H 0.162; H 0.320; H 0.296; H 0.288; H 0.310; H -0.088; H 0.326; H 0.084; H 0.250; H 0.271; H 0.324; H 0.016; H 0.295; H 0.324; H 0.307; H 0.129; H 0.288; H 0.366; H 0.372; H 0.390; H 0.118; H 0.178; H 0.272; H -0.049; H 0.286; H 0.130; H 0.548; H 0.286; H -0.052; H 0.039; H 0.312; H 0.319; H 0.214; H 0.017; H 0.411; H 0.242; H 0.308; H 0.266; H 0.305; H 0.269; H 0.315; H 0.260; H 0.281; H 0.275; H 0.091; H 0.194; H 0.165; H 0.267; H 0.353; H 0.336; H 0.208; H 0.142; H 0.260; H 0.172; H 0.316; H 0.184

This record from the OMol25 dataset describes a 24-piece molecular cluster, C16H76BBrINO28P overall at a distorted geometry. The level of theory is ωB97M-V/def2-TZVPD.

E_tot: -164738.4423 eV
total charge: +1

CARTESIAN COORDINATES (ANGSTROEM)
I (2.12, -1.60, 0.95)
Br (0.89, 2.82, -1.93)
P (0.43, 1.60, 1.03)
O (2.14, 1.89, 1.05)
O (3.52, 6.35, 0.11)
O (0.84, -4.40, 3.79)
O (4.40, 0.14, -5.16)
O (-5.25, -0.81, 7.08)
O (4.80, -6.55, 0.13)
O (4.86, 5.72, 2.85)
O (-9.18, 2.82, 0.89)
O (5.21, 0.08, -0.70)
O (-4.10, -1.80, 4.14)
O (-8.51, 4.64, -1.78)
O (-0.65, 7.36, -1.30)
O (-2.37, 5.45, 3.01)
O (-6.71, -3.74, 3.93)
O (-1.20, -6.29, -4.41)
O (-3.45, -2.41, 8.87)
O (-1.62, -3.10, -0.37)
O (8.72, 1.58, 1.15)
O (4.82, -4.19, -2.20)
O (0.10, 0.87, 2.43)
O (-7.11, 5.69, -4.11)
O (-0.55, 3.09, 1.10)
O (6.51, -4.88, 4.69)
O (5.23, -3.85, 2.06)
O (1.08, -5.87, -1.79)
O (-2.85, 5.30, 0.12)
O (-5.87, 3.67, -2.77)
O (4.30, 3.70, 0.34)
N (1.06, -0.19, -2.48)
C (-0.15, 0.43, -0.42)
C (-4.27, 0.03, 0.93)
C (2.50, 0.16, -2.26)
C (-3.26, 1.75, -1.39)
C (5.15, -0.61, -2.00)
C (-1.13, 1.19, -2.99)
C (0.12, 0.93, -1.97)
C (-0.44, -3.41, -3.49)
C (0.37, -1.15, -0.28)
C (5.94, -0.71, 0.31)
C (-4.02, 0.94, -0.14)
C (0.43, -1.44, -1.93)
C (3.59, -1.04, -2.41)
C (0.81, -2.93, -2.47)
C (-1.20, -2.04, 2.04)
C (-2.60, 0.70, -2.48)
B (-0.80, -2.12, 0.42)
H (-0.71, -7.09, -4.60)
H (-0.74, -1.42, -2.16)
H (-4.32, -0.70, 1.87)
H (8.03, 1.58, 0.47)
H (-5.98, -3.11, 3.97)
H (4.80, -3.86, -1.29)
H (6.75, -1.43, -0.11)
H (-6.15, -0.66, 7.41)
H (-2.66, 5.68, 2.12)
H (-1.43, -3.63, -2.92)
H (5.46, 0.20, -2.82)
H (4.51, 2.88, -0.14)
H (3.36, -2.02, -1.82)
H (4.38, 1.06, -4.83)
H (1.01, -0.33, -3.53)
H (-0.91, 0.61, -4.01)
H (-0.29, -2.15, 2.76)
H (0.82, -4.07, 4.70)
H (-8.79, 4.30, -2.64)
H (0.18, -5.72, -1.46)
H (1.77, -3.01, -3.12)
H (-1.51, 5.03, 2.88)
H (5.25, 6.57, 3.12)
H (5.03, 0.17, -5.89)
H (3.63, 5.38, 0.16)
H (1.20, -6.83, -1.75)
H (-2.13, 4.69, 0.32)
H (0.89, -3.77, -1.64)
H (-2.64, -0.37, -2.00)
H (-6.37, 6.32, -4.07)
H (-9.18, 4.30, -1.17)
H (-3.19, 5.01, -0.73)
H (5.80, -1.58, -2.08)
H (-1.20, 6.58, -1.11)
H (3.89, -4.39, -2.39)
H (-2.82, -2.38, 8.13)
H (-1.73, -0.98, 2.17)
H (-2.42, 2.43, -0.91)
H (-7.45, -3.26, 4.35)
H (-0.09, -4.60, 3.60)
H (-6.62, 4.01, -2.27)
H (-1.22, 2.33, -3.29)
H (-5.97, 4.07, -3.65)
H (0.03, 3.87, 0.80)
H (-1.29, 0.27, -0.07)
H (2.67, 0.61, -1.17)
H (2.37, 2.77, 0.62)
H (5.03, -5.95, -0.60)
H (4.68, -4.63, 2.26)
H (6.22, -4.66, 3.79)
H (5.43, -6.32, 0.82)
H (-3.36, -1.17, 4.18)
H (4.89, 3.67, 1.11)
H (6.52, 0.08, 0.99)
H (-2.60, -2.86, -0.32)
H (8.31, 1.13, 1.90)
H (4.38, 5.94, 2.04)
H (-1.27, 8.10, -1.29)
H (-2.07, -2.83, 2.29)
H (-5.14, -1.77, 7.12)
H (3.65, -1.35, -3.56)
H (-8.98, 2.00, 0.41)
H (-7.84, 6.16, -3.69)
H (-8.60, 2.79, 1.66)
H (-2.11, -6.60, -4.25)
H (5.18, -1.25, 1.06)
H (-3.33, 0.69, -3.41)
H (-4.08, 2.44, -1.87)
H (7.37, -5.31, 4.56)
H (-0.59, -2.54, -4.28)
H (-4.83, -1.33, 4.56)
H (2.79, 0.95, -3.11)
H (4.61, -3.11, 2.08)
H (-0.12, -4.42, -4.02)
H (-3.46, -1.49, 9.19)
H (2.62, 6.49, 0.44)

Mulliken population analysis, charges in e, atoms 1 to 99: I 0.222; Br -0.082; P 0.206; O -0.294; O -0.649; O -0.614; O -0.561; O -0.643; O -0.614; O -0.632; O -0.622; O -0.072; O -0.593; O -0.664; O -0.630; O -0.636; O -0.630; O -0.587; O -0.653; O -0.662; O -0.611; O -0.623; O -0.661; O -0.645; O -0.406; O -0.612; O -0.670; O -0.590; O -0.688; O -0.621; O -0.652; N 0.633; C 1.363; C -0.191; C -0.219; C 0.431; C -0.663; C -0.750; C -0.130; C -0.757; C -1.972; C -0.081; C -0.502; C 0.278; C 0.290; C -0.158; C -0.340; C -0.357; B 1.337; H 0.293; H -0.318; H 0.354; H 0.340; H 0.324; H 0.283; H 0.328; H 0.312; H 0.374; H 0.100; H 0.134; H 0.244; H -0.341; H 0.288; H 0.825; H 0.151; H 0.175; H 0.309; H 0.330; H 0.280; H 0.181; H 0.284; H 0.303; H 0.291; H 0.348; H 0.280; H 0.350; H 0.082; H 0.121; H 0.318; H 0.286; H 0.294; H 0.396; H 0.347; H 0.336; H 0.314; H -0.053; H -0.215; H 0.316; H 0.303; H 0.354; H 0.568; H 0.282; H 0.385; H -0.612; H 0.068; H 0.312; H 0.351; H 0.354; H 0.350

Energy relative to the best compared isomer or geometry (same formula, charge and spin) (computed, eV): 0.000 8.698 11.046